Formula: C4H4Cl2O2
Source: OMol25
Level of theory: the ωB97M-V functional and the def2-TZVPD basis

Its net charge is 0. The value obtained for the electronic energy is -1225.5310 Ha. The HOMO-LUMO gap is 10.26 eV.

Each line ends with the Löwdin charge.
Atoms and positions in Å:
1 C -0.067647 -1.184508 -0.399147  -0.2253
2 C 0.076745 -0.058448 0.028082  0.1040
3 C -0.097990 -2.551101 -0.773987  -0.6881
4 C 0.082630 1.779385 0.679009  -0.9191
5 O 0.694176 2.572500 -0.370421  -0.0765
6 O -1.230177 2.070523 0.857354  0.0317
7 Cl -0.013458 -3.644676 0.576208  0.5668
8 Cl 0.928239 1.813145 2.144567  0.7985
9 H 0.705587 -2.931952 -1.494403  0.0994
10 H -1.116308 -2.810662 -1.192088  0.0836
11 H 1.742062 2.529798 -0.239895  0.1620
12 H -1.703858 2.415995 0.184720  0.0629

Atoms 1-6, force components in eV/Å:
0.858 1.990 0.703
-0.019 2.795 0.906
-0.962 -1.841 -2.481
-0.642 -2.169 -4.493
1.935 -1.358 2.330
3.147 -1.662 4.333